{"formula": "C33H58BClN8OP", "method": "ωB97M-V/def2-TZVPD", "symbols": ["C", "C", "C", "N", "C", "C", "Cl", "N", "C", "B", "N", "O", "C", "P", "C", "C", "N", "C", "C", "C", "C", "C", "C", "C", "C", "H", "H", "H", "H", "H", "H", "H", "H", "H", "H", "H", "H", "H", "H", "H", "H", "H", "H", "H", "H", "H", "H", "H", "H", "H", "H", "H", "H", "H", "H", "C", "C", "C", "C", "N", "H", "H", "H", "H", "H", "H", "H", "C", "C", "C", "C", "N", "H", "H", "H", "H", "H", "H", "H", "C", "C", "C", "C", "N", "H", "H", "H", "H", "H", "H", "H", "C", "C", "C", "C", "N", "H", "H", "H", "H", "H", "H", "H"], "positions_angstrom": [[1.7123, 2.9032, 3.3002], [2.0059, 1.4188, 3.7582], [0.8680, 0.7838, 4.6523], [3.1085, 0.7990, 3.4471], [2.8938, -0.2796, 2.4909], [4.0528, -1.3775, 2.5327], [4.0963, -2.2438, 4.1109], [5.3099, -0.6362, 2.3924], [5.4075, 0.1762, 1.1527], [6.4441, -0.6251, 0.1576], [6.1116, -2.0277, -0.1306], [7.6154, -0.0511, -0.3794], [4.0753, 0.3737, 0.3251], [4.1761, 2.1532, -0.3600], [4.1903, 3.3929, 1.0434], [2.8195, 2.4848, -1.6190], [2.7714, 0.1827, 1.0775], [1.8898, -0.7195, 0.2332], [0.3632, -0.6812, 0.6588], [-0.6025, -0.1204, -0.4187], [-1.6001, -1.0623, -0.9522], [-2.5884, -0.6553, -1.9374], [-2.5411, 0.7177, -2.4235], [-1.5655, 1.6889, -1.9232], [-0.6044, 1.2612, -0.9078], [1.4807, 2.9709, 2.2069], [0.9041, 3.3551, 3.9393], [2.6668, 3.4674, 3.4977], [1.0798, -0.3139, 4.7800], [-0.0647, 0.8317, 4.0134], [0.7347, 1.3192, 5.6206], [1.9762, -0.8367, 2.8530], [3.9916, -2.0818, 1.6510], [6.1275, -1.2229, 2.5481], [5.9029, 1.1800, 1.3152], [5.1893, -2.1447, -0.5502], [6.7874, -2.4721, -0.7541], [7.4599, 0.2808, -1.2819], [4.1175, -0.2749, -0.5853], [3.3588, 4.1428, 1.0086], [5.1544, 3.9593, 0.9768], [4.1663, 2.8059, 2.0029], [2.0737, 3.1729, -1.1440], [3.2989, 3.0568, -2.4593], [2.3749, 1.5637, -2.0660], [2.2827, 1.0916, 1.0831], [2.2574, -1.7709, 0.3559], [1.9432, -0.4615, -0.8532], [0.0577, -1.7398, 0.8860], [0.2941, -0.1097, 1.6294], [-1.6300, -2.1225, -0.6007], [-3.3464, -1.3861, -2.2946], [-3.2706, 1.0470, -3.1913], [-1.5571, 2.7368, -2.3106], [0.1543, 1.9429, -0.4447], [-2.7498, -6.8586, 0.2959], [-4.0886, -6.1670, 0.5309], [-4.0511, -4.6700, 0.2112], [-3.0543, -3.9871, 1.0785], [-2.2868, -3.4650, 1.7650], [-1.9701, -6.4573, 0.9471], [-2.8315, -7.9259, 0.5081], [-2.4252, -6.7424, -0.7417], [-4.3866, -6.3146, 1.5720], [-4.8496, -6.6434, -0.0914], [-5.0333, -4.2234, 0.3815], [-3.7824, -4.5076, -0.8354], [4.1511, 3.4661, 6.3476], [5.6653, 3.6397, 6.3613], [6.1122, 5.0263, 5.8874], [5.6656, 5.2583, 4.4878], [5.3202, 5.4368, 3.4063], [3.7465, 3.5560, 5.3375], [3.8792, 2.4762, 6.7194], [3.6647, 4.2126, 6.9809], [6.1164, 2.8702, 5.7290], [6.0325, 3.4765, 7.3771], [7.1999, 5.1048, 5.9285], [5.6922, 5.8049, 6.5277], [-7.0633, 0.2648, -2.0541], [-6.5220, -0.8549, -2.9362], [-7.4232, -2.0927, -2.9489], [-7.5454, -2.6472, -1.5744], [-7.6354, -3.0787, -0.5133], [-7.1257, -0.0415, -1.0076], [-6.4047, 1.1344, -2.0986], [-8.0590, 0.5753, -2.3815], [-5.5238, -1.1288, -2.5884], [-6.4149, -0.4835, -3.9557], [-7.0013, -2.8587, -3.6025], [-8.4180, -1.8403, -3.3221], [-6.6017, -0.2006, -7.7199], [-5.3654, 0.6219, -8.0672], [-4.0675, -0.0051, -7.5490], [-4.1105, -0.1162, -6.0675], [-4.1440, -0.2026, -4.9220], [-6.7441, -0.2762, -6.6394], [-7.4969, 0.2672, -8.1326], [-6.5276, -1.2116, -8.1287], [-5.4803, 1.6276, -7.6541], [-5.3004, 0.7263, -9.1526], [-3.2122, 0.6108, -7.8328], [-3.9246, -1.0000, -7.9761]], "forces_ev_per_a": [[0.989, -0.318, 1.836], [-0.832, 0.460, 1.116], [0.329, -0.765, -2.128], [-1.352, 1.171, -3.178], [0.477, -3.042, 3.985], [1.070, 1.473, -0.882], [-0.365, 0.383, -1.054], [-0.737, 0.439, 0.423], [1.151, -0.111, -0.895], [0.035, -0.367, -0.709], [0.321, 1.295, -0.817], [-1.185, -0.160, 0.342], [0.834, 1.720, -0.008], [1.852, -0.287, -1.289], [-0.243, -0.236, 0.326], [-0.145, 0.621, 0.336], [-0.946, -0.226, -1.169], [-1.445, -1.200, -0.166], [0.189, 0.075, 0.110], [-1.698, -0.029, -1.394], [-0.070, 1.534, -0.606], [1.900, 1.683, 0.893], [0.964, -0.099, 1.096], [0.140, -2.190, 0.894], [-0.922, -1.598, -0.224], [0.104, -0.249, 0.897], [0.655, -0.430, -0.915], [-0.980, -0.337, -0.454], [-0.092, 1.142, 0.309], [0.608, 0.231, 0.995], [0.156, -0.332, -0.849], [0.529, 0.418, -1.302], [-0.547, 0.096, 1.264], [-0.429, 0.010, -0.214], [-0.864, -0.914, 0.417], [0.152, -0.343, 0.587], [-0.198, 0.080, 0.267], [0.311, -0.189, 0.493], [-0.684, 0.373, 0.951], [0.593, -0.774, 0.062], [-0.908, -0.614, 0.091], [0.048, 0.759, -0.746], [0.204, -0.810, -0.667], [-0.353, -0.575, 0.878], [0.151, 0.756, 0.551], [0.406, -0.323, 0.213], [-0.047, 1.039, -0.086], [0.348, 0.146, 1.071], [0.145, 1.132, -0.091], [-0.178, -0.467, -0.903], [0.178, 1.129, -0.146], [0.742, 0.807, 0.181], [0.658, -0.342, 0.725], [-0.039, -1.132, 0.436], [-0.887, -0.390, -0.686], [0.002, -0.047, 0.008], [0.176, -0.320, 0.010], [0.230, 0.045, 0.518], [-0.051, 0.236, -0.011], [-0.374, -0.320, -0.520], [-0.034, 0.036, -0.044], [0.014, 0.046, -0.054], [0.009, -0.023, 0.045], [-0.074, 0.099, -0.076], [-0.043, 0.151, 0.035], [0.094, 0.116, -0.010], [0.056, 0.055, 0.063], [-0.050, -0.057, 0.087], [-0.192, -0.225, 0.033], [-0.175, -0.207, -0.495], [0.279, 0.179, 0.506], [-0.045, -0.155, 0.128], [0.076, 0.074, 0.039], [0.010, 0.051, 0.015], [-0.010, -0.037, -0.046], [0.067, 0.090, 0.039], [0.075, 0.083, -0.074], [-0.061, 0.098, -0.096], [-0.002, 0.022, -0.113], [0.029, 0.019, 0.026], [-0.127, 0.312, 0.124], [0.189, -0.024, 0.578], [-0.151, -0.032, -0.628], [0.151, 0.057, -0.073], [-0.050, -0.023, -0.049], [-0.049, -0.024, -0.028], [0.039, 0.003, 0.043], [-0.059, -0.056, -0.135], [0.022, -0.160, 0.039], [-0.091, -0.058, 0.093], [0.000, -0.065, 0.099], [-0.039, 0.005, -0.032], [-0.346, 0.007, -0.036], [-0.225, 0.184, 0.471], [0.295, -0.097, -0.564], [-0.026, -0.014, -0.347], [0.054, -0.023, -0.028], [0.043, -0.057, -0.001], [-0.030, 0.038, 0.033], [0.122, -0.032, -0.047], [0.129, 0.008, 0.064], [0.034, -0.086, 0.124], [0.015, 0.006, 0.117]], "charge": 1, "largest_force_ev_per_a": 5.04, "homo_lumo_gap_ev": 8.032, "e_lumo_ha": -0.1012, "homo_energy_ha": -0.396}



{"formula": "C2H7O3SSi", "method": "ωB97M-V/def2-TZVPD", "symbols": ["C", "C", "O", "O", "O", "Si", "S", "H", "H", "H", "H", "H", "H", "H"], "positions_angstrom": [[-0.4112, 0.1640, 2.2590], [1.4641, 0.4913, -0.7980], [-1.0423, 0.8714, -2.8118], [-1.7261, -1.4979, -2.6719], [-1.0744, 0.1643, 1.0674], [-0.3449, -0.4152, -0.3087], [-1.8058, -0.1517, -2.0227], [-0.9311, 0.4614, 3.0830], [0.3525, 0.9131, 2.2948], [-0.0968, -0.9040, 2.5153], [1.4212, 1.1647, -1.6873], [2.0418, 0.9590, 0.0937], [2.1102, -0.3436, -1.1842], [0.0428, -1.8769, 0.1715]], "forces_ev_per_a": [[1.857, -2.288, -0.351], [0.019, -0.782, 0.667], [-0.050, 0.326, 0.074], [-0.151, -0.356, 0.024], [-0.903, 0.696, -0.697], [2.054, -0.257, -0.507], [0.223, -0.039, -0.203], [-2.708, 0.722, 2.050], [1.459, 0.019, -0.378], [0.395, 1.297, -0.272], [-0.447, -0.159, 0.994], [-1.063, -0.617, -1.458], [-0.503, 0.433, 0.568], [-0.180, 1.004, -0.512]], "charge": -1, "largest_force_ev_per_a": 3.47, "homo_lumo_gap_ev": 6.452, "e_lumo_ha": 0.1320, "homo_energy_ha": -0.105, "de_lowest_kcal_mol": 54.0}



{"formula": "C7H13N", "method": "ωB97M-V/def2-TZVPD", "symbols": ["C", "C", "C", "C", "C", "C", "C", "N", "H", "H", "H", "H", "H", "H", "H", "H", "H", "H", "H", "H", "H"], "positions_angstrom": [[0.0461, -0.0985, -2.0396], [1.1196, -0.0411, -0.9605], [0.7570, -0.5842, 0.4557], [-1.5896, -0.8303, 1.0497], [-0.5224, -0.0337, 0.9906], [-0.5797, 1.3510, 1.5929], [0.5111, 2.0693, 1.8384], [-0.3763, -1.4895, -2.2712], [-0.8626, 0.4618, -1.7801], [0.4467, 0.3183, -2.9751], [2.0484, -0.4876, -1.3453], [1.2288, 1.0505, -0.7899], [0.9083, -1.6563, 0.5793], [1.5373, -0.1130, 1.0507], [-1.5301, -1.8620, 0.7317], [-2.5019, -0.5508, 1.5815], [-1.5453, 1.5417, 2.0216], [1.5297, 1.8893, 1.5397], [0.4643, 2.9106, 2.5171], [-1.3202, -1.6939, -1.9689], [0.2310, -2.1515, -1.8183]], "forces_ev_per_a": [[-0.437, -1.202, 0.077], [-0.722, 1.233, 0.270], [1.168, 1.070, -0.698], [-0.329, 0.077, 0.701], [-0.577, 0.094, 0.049], [1.088, -2.085, -0.379], [-0.392, 0.770, 0.793], [-0.242, -0.100, -0.474], [0.421, 0.149, 0.117], [-0.074, 0.014, 0.241], [-0.170, 0.226, 0.261], [0.663, -0.466, -0.238], [-0.528, -0.031, -0.153], [0.260, -0.365, 0.343], [0.012, -0.029, -0.109], [0.123, 0.143, -0.395], [-0.224, 0.609, 0.122], [-0.024, -0.534, -0.425], [-0.309, 0.304, -0.182], [0.129, 0.214, 0.024], [0.164, -0.091, 0.054]], "charge": 0, "largest_force_ev_per_a": 2.38, "homo_lumo_gap_ev": 9.754, "e_lumo_ha": 0.0333, "homo_energy_ha": -0.325, "de_lowest_kcal_mol": 37.8, "smiles": "C=CC(=C)CCCN"}



What is the formula in the third record? C7H13N